No. 1
Density functional theory data (ωB97M-V/def2-TZVPD) for a cluster of 6 separate species, C38H72ClN8O4P2 in total in a non-equilibrium geometry.

Each atom is followed by the atoms it is bonded to, with distances in Å.
Positions of all 125 atoms, in Å:
1 C 2.9670 1.2471 -1.0903  C2 1.646, H29 1.193, H30 1.194, H31 1.170
2 C 2.0046 0.1977 -1.9163  C1 1.646, N3 1.512, H32 1.194, H33 1.171
3 N 1.3222 -0.6990 -0.9075  C2 1.512, C4 1.545, C26 1.543
4 C 0.6418 -1.9022 -1.5983  N3 1.545, C5 1.623, H34 1.165, H35 1.197
5 C -0.7254 -1.5302 -2.3901  C4 1.623, P6 1.911, H36 1.195, H37 1.196
6 P -2.3814 -1.8591 -1.4942  C5 1.911, Cl7 2.154, C8 1.906, C10 1.895, O20 1.778, P23 2.183
7 Cl -1.5289 -1.5682 0.4625  P6 2.154
8 C -1.9434 -3.7138 -1.5358  P6 1.906, N9 1.523, H38 1.194, H39 1.195
9 N -1.4404 -4.2996 -0.2226  C8 1.523, H40 1.064, H41 1.044
10 C -4.1156 -2.2493 -0.8384  P6 1.895, C11 1.610, H42 1.200, H43 1.195
11 C -4.2983 -2.7605 0.6768  C10 1.610, C12 1.652, H44 1.163, H45 1.199
12 C -4.6683 -1.6191 1.8123  C11 1.652, C13 1.673, C14 1.673, H46 1.165
13 C -6.2871 -1.7051 2.2246  C12 1.673, H47 1.170, H48 1.190, H49 1.194
14 C -3.7819 -1.8002 3.2197  C12 1.673, C15 1.649, H50 1.171, H51 1.190
15 C -3.7585 -0.3591 4.0206  C14 1.649, C16 1.639, H52 1.189, H53 1.194
16 C -2.8554 0.8071 3.3062  C15 1.639, C17 1.488, H54 1.194
17 C -1.3947 1.0335 3.4732  C16 1.488, C18 1.673, C19 1.639
18 C -0.6861 2.3638 2.7482  C17 1.673, H55 1.194, H56 1.173, H57 1.171
19 C -0.4738 0.0332 4.3894  C17 1.639, H58 1.185, H59 1.171, H60 1.171
20 O -3.0797 -2.0860 -3.1141  P6 1.778, C21 1.501
21 C -3.1175 -0.7677 -3.8307  O20 1.501, N22 1.319
22 N -2.7408 -0.0053 -4.8388  C21 1.319
23 P -2.6593 0.3052 -1.5345  P6 2.183, O24 1.781, O25 1.714
24 O -1.2531 0.9558 -0.6562  P23 1.781, H61 1.019
25 O -3.9824 0.9021 -0.6237  P23 1.714, H62 1.014
26 C 2.4521 -1.3759 -0.1038  N3 1.543, C27 1.644, O28 1.362
27 C 3.7019 -2.1965 -0.7884  C26 1.644, H63 1.185, H64 1.175, H65 1.192
28 O 2.4455 -1.3338 1.2573  C26 1.362
29 H 2.9930 2.3416 -1.5646  C1 1.193
30 H 2.5219 1.4109 0.0051  C1 1.194
31 H 4.0288 0.7773 -0.9460  C1 1.170
32 H 1.1534 0.8665 -2.4191  C2 1.194
33 H 2.5333 -0.3591 -2.8010  C2 1.171
34 H 0.6132 -2.8186 -0.8789  C4 1.165
35 H 1.4312 -2.2056 -2.4450  C4 1.197
36 H -0.7066 -2.1410 -3.4175  C5 1.195
37 H -0.5870 -0.4000 -2.7562  C5 1.196
38 H -2.8364 -4.4318 -1.8716  C8 1.194
39 H -1.0790 -3.9711 -2.3203  C8 1.195
40 H -0.6072 -4.9172 -0.4608  N9 1.064
41 H -2.1932 -4.9208 0.1492  N9 1.044
42 H -4.5335 -3.1414 -1.5232  C10 1.200
43 H -4.9458 -1.4129 -1.0346  C10 1.195
44 H -3.4839 -3.4470 1.1444  C11 1.163
45 H -5.2793 -3.4501 0.6626  C11 1.199
46 H -4.4909 -0.5173 1.4787  C12 1.165
47 H -6.4365 -2.7377 2.7551  C13 1.170
48 H -6.8764 -1.7173 1.1909  C13 1.190
49 H -6.6122 -0.7800 2.9057  C13 1.194
50 H -2.6684 -2.1006 3.0196  C14 1.171
51 H -4.2544 -2.6401 3.9188  C14 1.190
52 H -3.4861 -0.4759 5.1725  C15 1.189
53 H -4.8846 0.0367 4.0029  C15 1.194
54 H -3.4394 1.5713 2.5991  C16 1.194
55 H -0.0334 2.9496 3.5577  C18 1.194
56 H -1.4724 3.1380 2.3498  C18 1.173
57 H 0.0068 2.0342 1.8633  C18 1.171
58 H -0.2430 0.5729 5.4189  C19 1.185
59 H 0.5276 -0.1724 3.8191  C19 1.171
60 H -1.0839 -0.9365 4.6331  C19 1.171
61 H -1.5346 1.8084 -0.1743  O24 1.019
62 H -3.7378 1.7448 -0.1155  O25 1.014
63 H 4.7536 -1.6639 -0.6666  C27 1.185
64 H 3.5720 -2.4219 -1.9341  C27 1.175
65 H 3.7888 -3.2538 -0.2439  C27 1.192
66 C 9.0923 -0.8589 -0.1228  C67 1.525, H71 1.095, H72 1.095, H73 1.096
67 C 9.2504 0.3211 -1.0765  C66 1.525, C68 1.530, H74 1.097, H75 1.096
68 C 7.9135 0.8336 -1.6158  C67 1.530, C69 1.520, H76 1.095, H77 1.095
69 C 7.2126 -0.2732 -2.3867  C68 1.520, N70 1.261
70 N 6.6311 -1.1913 -3.0261  C69 1.261
71 H 8.6460 -1.7249 -0.6218  C66 1.095
72 H 10.0690 -1.1723 0.2590  C66 1.095
73 H 8.4617 -0.5902 0.7325  C66 1.096
74 H 9.8967 0.0193 -1.9099  C67 1.097
75 H 9.7611 1.1362 -0.5520  C67 1.096
76 H 8.0795 1.6864 -2.2825  C68 1.095
77 H 7.2689 1.1650 -0.7946  C68 1.095
78 C -0.3241 1.7826 -6.0036  C79 1.525, H83 1.095, H84 1.095, H85 1.096
79 C -0.5665 3.2881 -5.9601  C78 1.525, C80 1.530, H86 1.097, H87 1.096
80 C 0.6945 4.0840 -5.6175  C79 1.530, C81 1.520, H88 1.095, H89 1.095
81 C 1.2039 3.6735 -4.2455  C80 1.520, N82 1.261
82 N 1.6265 3.3329 -3.1073  C81 1.261
83 H -0.0098 1.3954 -5.0292  C78 1.095
84 H -1.2439 1.2576 -6.2798  C78 1.095
85 H 0.4471 1.5306 -6.7405  C78 1.096
86 H -1.3515 3.4996 -5.2238  C79 1.097
87 H -0.9429 3.6158 -6.9353  C79 1.096
88 H 0.4719 5.1563 -5.6123  C80 1.095
89 H 1.4776 3.9034 -6.3617  C80 1.095
90 C 4.7120 -1.6207 5.5995  C91 1.525, H95 1.095, H96 1.095, H97 1.096
91 C 3.8066 -0.6686 4.8245  C90 1.525, C92 1.530, H98 1.097, H99 1.096
92 C 3.2297 0.4472 5.6981  C91 1.530, C93 1.520, H100 1.095, H101 1.095
93 C 2.3929 -0.1557 6.8147  C92 1.520, N94 1.261
94 N 1.6988 -0.6557 7.7411  C93 1.261
95 H 4.1656 -2.1443 6.3903  C90 1.095
96 H 5.1234 -2.3829 4.9303  C90 1.095
97 H 5.5489 -1.0809 6.0572  C90 1.096
98 H 2.9912 -1.2452 4.3709  C91 1.097
99 H 4.3796 -0.2215 4.0047  C91 1.096
100 H 2.6001 1.1093 5.0944  C92 1.095
101 H 4.0341 1.0487 6.1350  C92 1.095
102 C -9.5759 -1.7784 -3.9418  C103 1.525, H107 1.095, H108 1.095, H109 1.096
103 C -8.6793 -0.6675 -3.4042  C102 1.525, C104 1.530, H110 1.097, H111 1.096
104 C -7.4923 -1.1986 -2.5981  C103 1.530, C105 1.520, H112 1.095, H113 1.095
105 C -7.9966 -1.9853 -1.3993  C104 1.520, N106 1.261
106 N -8.4150 -2.6380 -0.4048  C105 1.261
107 H -10.0298 -2.3588 -3.1324  C102 1.095
108 H -10.3927 -1.3542 -4.5342  C102 1.095
109 H -9.0097 -2.4639 -4.5828  C102 1.096
110 H -9.2820 0.0039 -2.7805  C103 1.097
111 H -8.3041 -0.0750 -4.2459  C103 1.096
112 H -6.8739 -0.3658 -2.2472  C104 1.095
113 H -6.8659 -1.8488 -3.2184  C104 1.095
114 C 3.1853 4.2656 0.9294  C115 1.525, H119 1.095, H120 1.095, H121 1.096
115 C 3.0730 4.6337 2.4055  C114 1.525, C116 1.530, H122 1.097, H123 1.096
116 C 4.4349 4.7971 3.0832  C115 1.530, C117 1.520, H124 1.095, H125 1.095
117 C 5.2069 3.4900 3.0061  C116 1.520, N118 1.261
118 N 5.8475 2.4058 2.9421  C117 1.261
119 H 3.6803 3.2993 0.7903  C114 1.095
120 H 2.1901 4.1878 0.4805  C114 1.095
121 H 3.7501 5.0256 0.3775  C114 1.096
122 H 2.4915 3.8593 2.9207  C115 1.097
123 H 2.5129 5.5709 2.4965  C115 1.096
124 H 4.3006 5.0738 4.1343  C116 1.095
125 H 5.0151 5.5879 2.5955  C116 1.095

Summary:
Molecular weight: 802.4 g mol⁻¹
Maximum force: 10.82 eV Å⁻¹
Energy: -91769.5150 eV
LUMO energy: 2.0 eV
HOMO: -3.7502 eV
Charge: -1

Mulliken population analysis, charges in e, atoms 1 to 4: -0.55 -0.11 0.70 -0.81

***

No. 2
Density functional theory data (ωB97M-V/def2-TZVPD) for a cluster of 14 separate species, C22H10BrCl60NO3S in total in a non-equilibrium geometry.

Each atom is followed by the atoms it is bonded to, with distances in Å.
Positions of all 98 atoms, in Å:
1 N 4.1412 -1.3689 -1.2821  C2 1.429, H14 1.021, H15 1.020
2 C 3.2260 -0.3428 -1.6711  N1 1.429, O3 1.203, C4 1.524
3 O 3.3365 0.7891 -1.2795  C2 1.203
4 C 2.0753 -0.7529 -2.5821  C2 1.524, C5 1.552, H16 1.095, H17 1.094
5 C 0.7239 -0.1499 -2.1136  C4 1.552, C6 1.527, H18 1.091, H19 1.094
6 C -0.3594 -1.2247 -2.1578  C5 1.527, O7 1.451, C11 1.529, H20 1.100
7 O -1.6618 -0.8500 -2.6749  C6 1.451, C8 1.374
8 C -2.3913 -2.0122 -2.6136  O7 1.374, O9 1.185, C10 1.545
9 O -3.2992 -2.2383 -3.3415  C8 1.185
10 C -1.7963 -2.9153 -1.5097  C8 1.545, C11 1.545, H21 1.090, H22 1.098
11 C -0.7931 -1.9287 -0.8721  C6 1.529, C10 1.545, S12 1.826, Br13 1.933
12 S -1.8570 -0.8872 0.1858  C11 1.826, H23 1.343
13 Br 0.6356 -2.6785 0.1929  C11 1.933
14 H 4.1260 -2.0830 -2.0122  N1 1.021
15 H 3.7648 -1.8350 -0.4561  N1 1.020
16 H 2.2514 -0.4369 -3.6161  C4 1.095
17 H 2.0305 -1.8460 -2.5942  C4 1.094
18 H 0.4346 0.6804 -2.7587  C5 1.091
19 H 0.8508 0.1666 -1.0744  C5 1.094
20 H -0.0267 -1.9946 -2.8700  C6 1.100
21 H -2.5170 -3.3564 -0.8207  C10 1.090
22 H -1.1990 -3.6572 -2.0555  C10 1.098
23 H -0.9548 -0.2260 0.9291  S12 1.343
24 C 0.1712 2.0473 -6.3458  Cl25 1.764, Cl26 1.767, Cl27 1.767, Cl28 1.769
25 Cl -1.0737 1.1433 -5.4823  C24 1.764
26 Cl 0.4591 1.3089 -7.9249  C24 1.767
27 Cl -0.3661 3.7174 -6.5605  C24 1.767
28 Cl 1.6709 2.0433 -5.4083  C24 1.769
29 C -3.3937 2.6530 -2.1889  Cl30 1.774, Cl31 1.768, Cl32 1.763, Cl33 1.755
30 Cl -4.8504 3.6645 -2.2383  C29 1.774
31 Cl -2.1574 3.3506 -3.2422  C29 1.768
32 Cl -2.7707 2.5323 -0.5445  C29 1.763
33 Cl -3.7697 1.0206 -2.7127  C29 1.755
34 C 3.7116 -3.8657 -5.3660  Cl35 1.769, Cl36 1.763, Cl37 1.776, Cl38 1.760
35 Cl 2.2065 -2.9465 -5.4985  C34 1.769
36 Cl 4.9260 -3.1681 -6.4363  C34 1.763
37 Cl 4.3060 -3.7960 -3.6937  C34 1.776
38 Cl 3.4211 -5.5447 -5.8080  C34 1.760
39 C -0.6594 -3.9111 4.1922  Cl40 1.768, Cl41 1.768, Cl42 1.774, Cl43 1.760
40 Cl 0.8536 -3.3493 4.9141  C39 1.768
41 Cl -0.3304 -5.2481 3.0829  C39 1.768
42 Cl -1.7325 -4.4818 5.4838  C39 1.774, Cl63 2.044
43 Cl -1.4044 -2.5929 3.2946  C39 1.760
44 C -5.5911 2.4372 2.8088  Cl45 1.766, Cl46 1.769, Cl47 1.763, Cl48 1.763
45 Cl -4.7745 3.9783 3.0852  C44 1.766
46 Cl -4.4501 1.2924 2.0900  C44 1.769
47 Cl -6.1417 1.7686 4.3449  C44 1.763
48 Cl -6.9523 2.6740 1.7143  C44 1.763
49 C 0.2154 1.5061 2.6088  Cl50 1.764, Cl51 1.773, Cl52 1.763, Cl53 1.771
50 Cl 0.7636 2.1468 4.1583  C49 1.764
51 Cl -1.5541 1.4041 2.6273  C49 1.773
52 Cl 0.7346 2.5611 1.2953  C49 1.763
53 Cl 0.8904 -0.1135 2.3678  C49 1.771
54 C 1.0023 2.1008 8.5695  Cl55 1.766, Cl56 1.768, Cl57 1.768, Cl58 1.766
55 Cl 1.5445 2.7451 10.1213  C54 1.766
56 Cl -0.7634 2.0230 8.5426  C54 1.768
57 Cl 1.5642 3.1545 7.2660  C54 1.768
58 Cl 1.6652 0.4804 8.3362  C54 1.766
59 C -4.1229 -1.7071 6.0873  Cl60 1.769, Cl61 1.766, Cl62 1.763, Cl63 1.769
60 Cl -3.4424 -1.0404 7.5783  C59 1.769
61 Cl -5.8637 -1.9467 6.2661  C59 1.766
62 Cl -3.8241 -0.5873 4.7586  C59 1.763
63 Cl -3.3502 -3.2588 5.7366  Cl42 2.044, C59 1.769, Cl70 2.463
64 C 5.9924 1.8999 -4.3098  Cl65 1.767, Cl66 1.767, Cl67 1.760, Cl68 1.771
65 Cl 4.5144 2.8638 -4.3979  C64 1.767
66 Cl 7.2035 2.5866 -5.3985  C64 1.767
67 Cl 6.6059 1.8984 -2.6600  C64 1.760
68 Cl 5.6275 0.2414 -4.8113  C64 1.771
69 C -5.3120 -5.0150 2.4502  Cl70 1.762, Cl71 1.767, Cl72 1.766, Cl73 1.768
70 Cl -4.6211 -4.1713 3.8347  Cl63 2.463, C69 1.762
71 Cl -7.0446 -5.2535 2.7011  C69 1.767
72 Cl -5.0626 -4.0518 0.9906  C69 1.766
73 Cl -4.5207 -6.5847 2.2649  C69 1.768
74 C 7.1930 -6.3726 -7.4633  Cl75 1.766, Cl76 1.765, Cl77 1.768, Cl78 1.767
75 Cl 7.8292 -4.7263 -7.4018  C74 1.766
76 Cl 8.4751 -7.4808 -7.9580  C74 1.765
77 Cl 6.5992 -6.8344 -5.8637  C74 1.768
78 Cl 5.8664 -6.4474 -8.6281  C74 1.767
79 C 9.2693 5.3496 -7.7326  Cl80 1.766, Cl81 1.769, Cl82 1.766, Cl83 1.765
80 Cl 9.1208 5.8189 -9.4283  C79 1.766
81 Cl 9.2320 3.5849 -7.6077  C79 1.769
82 Cl 10.7978 5.9503 -7.0846  C79 1.766
83 Cl 7.9275 6.0314 -6.8106  C79 1.765
84 C 4.6874 5.0541 5.2016  Cl85 1.768, Cl86 1.766, Cl87 1.765, Cl88 1.767
85 Cl 3.1353 4.3403 4.7461  C84 1.768
86 Cl 5.6262 3.8706 6.1162  C84 1.766
87 Cl 5.5707 5.5140 3.7445  C84 1.765
88 Cl 4.4060 6.4834 6.2009  C84 1.767
89 C -6.3501 -1.4697 10.6744  Cl90 1.767, Cl91 1.764, Cl92 1.767, Cl93 1.767
90 Cl -7.2754 -2.8116 9.9922  C89 1.767
91 Cl -6.1358 -0.2215 9.4462  C89 1.764
92 Cl -7.2173 -0.7996 12.0600  C89 1.767
93 Cl -4.7664 -2.0548 11.1971  C89 1.767
94 C -8.9776 5.5528 -1.3796  Cl95 1.766, Cl96 1.770, Cl97 1.766, Cl98 1.766
95 Cl -9.9898 4.6346 -2.4976  C94 1.766
96 Cl -7.2854 5.0850 -1.6007  C94 1.770
97 Cl -9.1593 7.2803 -1.6997  C94 1.766
98 Cl -9.4699 5.2075 0.2810  C94 1.766

Summary:
Molecular weight: 2575.5 g mol⁻¹
Maximum force: 9.06 eV Å⁻¹
Energy: -862823.5033 eV
LUMO energy: -0.2 eV
HOMO: -9.4708 eV

Mulliken population analysis, charges in e, atoms 1 to 4: -0.54 0.24 -0.49 0.07